# C22H22ClN4O7Tm

C22H22ClN4O7Tm as an isolated structure (wB97M-V/def2-TZVPD, the OMol25 dataset).

Values from the calculation:
2S+1: 3
Frontier orbital gap (spin up / spin down), eV: 5.8663 / 5.8577
E_LUMO (spin up / spin down), eV: 4.40 / 4.40
Total charge: -2
HOMO level (spin up / spin down), eV: -1.5 / -1.5

Positions of all 57 atoms, in Å:
1 Tm 0.310 -0.110 -0.179
2 O 0.028 4.228 -0.271
3 C 0.089 3.105 0.229
4 O -0.413 2.027 -0.231
5 C 0.764 2.988 1.626
6 C -0.001 1.972 2.486
7 C 0.362 2.146 3.970
8 C 1.791 1.550 4.000
9 C 1.980 1.135 2.529
10 O 0.652 0.737 2.157
11 C 2.207 2.384 1.657
12 C 2.836 1.944 0.306
13 O 3.929 2.441 0.023
14 O 2.205 1.057 -0.346
15 H 0.754 3.986 2.063
16 H -1.065 1.905 2.273
17 H -0.328 1.575 4.593
18 H 0.326 3.193 4.271
19 H 1.851 0.679 4.655
20 H 2.543 2.274 4.309
21 H 2.674 0.315 2.366
22 H 2.916 3.073 2.111
23 N -0.585 -2.936 0.170
24 N 0.174 -3.421 1.252
25 C 1.436 -2.795 1.514
26 O 2.224 -3.467 2.189
27 O 1.564 -1.625 1.062
28 H -1.568 -3.050 0.374
29 H -0.358 -3.397 -0.703
30 H 0.238 -4.423 1.340
31 C -2.701 -1.027 5.385
32 C -3.730 -0.589 4.560
33 C -3.524 -0.443 3.202
34 C -2.273 -0.722 2.630
35 C -1.248 -1.177 3.464
36 C -1.468 -1.329 4.821
37 N -2.024 -0.517 1.261
38 N -3.028 -0.790 0.557
39 C -2.990 -0.578 -0.806
40 C -4.265 -0.620 -1.413
41 C -4.385 -0.509 -2.778
42 C -3.236 -0.315 -3.545
43 C -1.993 -0.199 -2.929
44 C -1.803 -0.406 -1.561
45 H -2.859 -1.132 6.451
46 H -4.701 -0.359 4.986
47 H -4.315 -0.098 2.552
48 H -0.293 -1.429 3.024
49 H -0.670 -1.702 5.452
50 H -5.144 -0.686 -0.777
51 H -5.363 -0.556 -3.246
52 H -3.312 -0.261 -4.627
53 H -1.141 0.030 -3.558
54 Cl 1.416 0.125 -3.210
55 C 1.132 -1.379 -2.215
56 H 2.131 -1.816 -2.101
57 H 0.555 -2.031 -2.880

# C22H22CoIN2O10PSTe

C22H22CoIN2O10PSTe as an isolated structure (wB97M-V/def2-TZVPD, the OMol25 dataset).

Values from the calculation:
2S+1: 2
Frontier orbital gap (spin up / spin down), eV: 4.6621 / 4.6366
E_LUMO (spin up / spin down), eV: 3.30 / 3.30
Total charge: -2
HOMO level (spin up / spin down), eV: -1.4 / -1.3

Positions of all 61 atoms, in Å:
1 Co 0.756 0.703 0.574
2 O 1.061 0.949 -5.468
3 C 0.924 0.898 -4.261
4 C 0.394 -0.274 -3.471
5 O -0.086 -1.306 -3.934
6 C 0.557 0.090 -2.075
7 C 1.080 1.402 -1.953
8 O 1.289 1.936 -0.813
9 C 1.244 2.008 -3.277
10 O 1.539 3.155 -3.568
11 O 0.258 -0.613 -1.052
12 C -2.913 -1.404 -1.311
13 C -2.119 -2.102 -0.262
14 C -1.881 -3.453 -0.208
15 C -1.015 -3.904 0.797
16 N -0.440 -3.108 1.688
17 C -0.681 -1.787 1.617
18 S 0.120 -0.650 2.589
19 N -1.567 -1.334 0.691
20 C -0.621 -5.353 0.858
21 H -3.311 -2.113 -2.033
22 H -2.250 -0.706 -1.825
23 H -3.729 -0.837 -0.858
24 H -2.301 -4.120 -0.945
25 H -1.628 -0.306 0.606
26 H -1.421 -6.004 0.506
27 H -0.338 -5.617 1.875
28 H 0.248 -5.504 0.214
29 I 6.638 -5.260 2.809
30 C 5.569 -3.688 1.919
31 C 6.168 -2.953 0.907
32 C 5.451 -1.920 0.322
33 C 4.169 -1.608 0.755
34 C 3.593 -2.353 1.777
35 C 4.285 -3.408 2.358
36 C 3.390 -0.481 0.086
37 O 3.668 -0.190 -1.068
38 O 2.509 0.012 0.866
39 H 7.169 -3.189 0.574
40 H 5.869 -1.345 -0.494
41 H 2.595 -2.094 2.121
42 H 3.828 -3.995 3.142
43 C -5.293 2.586 -0.520
44 C -4.516 2.984 0.716
45 O -3.398 2.125 0.883
46 P -1.888 2.612 0.596
47 O -1.166 1.282 0.564
48 Te -1.729 4.133 -1.170
49 O -1.538 3.294 2.015
50 C -0.551 4.313 2.165
51 C 0.851 3.741 2.121
52 H -6.182 3.213 -0.625
53 H -5.606 1.543 -0.457
54 H -4.668 2.715 -1.403
55 H -5.124 2.874 1.619
56 H -4.185 4.025 0.643
57 H -0.769 4.778 3.130
58 H -0.680 5.064 1.378
59 H 0.992 2.976 2.885
60 H 1.584 4.537 2.272
61 H 1.053 3.305 1.138

# C22H22CuN3OS4

C22H22CuN3OS4 as an isolated structure (wB97M-V/def2-TZVPD, the OMol25 dataset).

Values from the calculation:
2S+1: 2
Frontier orbital gap (spin up / spin down), eV: 6.7224 / 6.4151
E_LUMO (spin up / spin down), eV: 2.74 / 2.24
Total charge: -1
HOMO level (spin up / spin down), eV: -4.0 / -4.2

Positions of all 53 atoms, in Å:
1 Cu -1.278 -1.198 0.374
2 C 1.018 -6.093 0.392
3 S 0.413 -5.309 1.899
4 C -0.528 -3.925 1.295
5 S -0.207 -3.193 -0.232
6 N -1.444 -3.572 2.153
7 N -2.012 -2.369 1.841
8 C -3.245 -2.183 2.128
9 C -3.842 -0.936 1.632
10 C -4.984 -0.372 2.192
11 C -5.464 0.816 1.674
12 C -4.789 1.413 0.618
13 C -3.665 0.785 0.112
14 N -3.218 -0.380 0.578
15 H 1.939 -6.612 0.651
16 H 1.221 -5.324 -0.350
17 H 0.287 -6.802 0.007
18 H -3.839 -2.939 2.636
19 H -5.460 -0.857 3.033
20 H -6.345 1.284 2.095
21 H -5.121 2.350 0.195
22 H -3.104 1.211 -0.709
23 O -0.175 0.374 -0.060
24 S 0.264 1.292 1.090
25 C 1.192 2.581 0.134
26 C 0.463 2.958 -1.109
27 C -0.392 4.057 -1.133
28 C -1.102 4.374 -2.284
29 C -0.975 3.587 -3.421
30 C -0.139 2.478 -3.398
31 C 0.573 2.166 -2.250
32 C 2.533 -0.330 1.812
33 C 3.357 -0.322 0.674
34 C 3.192 -1.286 -0.351
35 C 3.990 -1.264 -1.475
36 C 4.975 -0.289 -1.635
37 C 5.149 0.674 -0.642
38 C 4.359 0.662 0.490
39 H 2.155 2.118 -0.088
40 H 1.308 3.406 0.832
41 H -0.504 4.657 -0.241
42 H -1.760 5.234 -2.288
43 H -1.530 3.834 -4.318
44 H -0.047 1.848 -4.274
45 H 1.218 1.296 -2.227
46 H 1.830 -1.134 1.980
47 H 2.711 0.358 2.626
48 H 2.413 -2.032 -0.241
49 H 3.848 -2.017 -2.242
50 H 5.599 -0.280 -2.519
51 H 5.910 1.438 -0.757
52 H 4.502 1.411 1.260
53 S -1.249 2.354 1.843

# C22H22F2IMnN5OS

C22H22F2IMnN5OS as an isolated structure (wB97M-V/def2-TZVPD, the OMol25 dataset).

Values from the calculation:
2S+1: 4
Frontier orbital gap (spin up / spin down), eV: 6.3713 / 7.0321
E_LUMO (spin up / spin down), eV: -7.98 / -7.36
Total charge: +2
HOMO level (spin up / spin down), eV: -14.4 / -14.4

Positions of all 55 atoms, in Å:
1 Mn -1.613 -0.352 -0.582
2 C 3.451 -0.097 -3.139
3 C 2.142 0.290 -3.399
4 C 1.191 0.188 -2.401
5 C 1.553 -0.290 -1.146
6 C 2.865 -0.680 -0.879
7 C 3.808 -0.583 -1.883
8 N 0.520 -0.389 -0.190
9 N 0.816 -0.715 0.973
10 C -0.312 -0.818 1.822
11 C -0.095 -1.097 3.164
12 C -1.179 -1.221 4.025
13 C -2.473 -1.077 3.546
14 C -2.701 -0.796 2.197
15 C -1.622 -0.664 1.345
16 H 4.196 -0.027 -3.919
17 H 1.868 0.662 -4.377
18 H 0.168 0.500 -2.594
19 H 3.122 -1.064 0.099
20 H 4.828 -0.889 -1.694
21 H 0.922 -1.226 3.513
22 H -1.013 -1.440 5.071
23 H -3.315 -1.184 4.218
24 H -3.719 -0.687 1.840
25 N -2.588 2.754 1.859
26 C -1.578 2.556 1.022
27 S -1.970 1.938 -0.571
28 N -0.358 2.897 1.381
29 C 0.846 2.872 0.584
30 C 1.977 2.297 1.142
31 C 3.172 2.350 0.442
32 C 3.222 2.959 -0.805
33 C 2.082 3.533 -1.349
34 C 0.887 3.509 -0.646
35 H -3.528 2.591 1.540
36 H -2.469 3.231 2.742
37 H -0.242 3.278 2.313
38 H 1.927 1.830 2.118
39 H 4.065 1.919 0.875
40 H 4.157 3.002 -1.347
41 H 2.128 4.032 -2.307
42 H 0.006 4.000 -1.039
43 N -1.892 -3.828 0.201
44 C -1.348 -3.371 -0.905
45 O -1.317 -2.140 -1.185
46 C -0.722 -4.323 -1.863
47 I 1.389 -4.216 -1.542
48 H -2.292 -3.190 0.874
49 H -1.912 -4.816 0.399
50 H -0.910 -4.010 -2.884
51 H -1.035 -5.350 -1.705
52 F -4.052 -1.835 -0.921
53 C -3.567 -0.599 -1.014
54 F -3.179 -0.347 -2.318
55 H -4.306 0.136 -0.702

no.,maximum force (eV/A),E (eV),M (g mol⁻¹)
1,1.851,-85520.317,658.8
2,0.566,-119777.554,850.9
3,0.640,-117670.470,536.3
4,0.209,-88345.327,624.4